{"formula": "CH4N2O2S", "method": "wB97M-V/def2-TZVPD", "species": ["C", "N", "N", "O", "O", "S", "H", "H", "H", "H"], "coordinates": [[-0.88, 0.17, 0.33], [-1.06, -0.36, -0.98], [0.52, 0.05, 0.84], [2.93, 0.27, 0.17], [-0.18, 0.01, -1.89], [1.78, -0.57, -0.08], [-1.12, 1.23, 0.30], [-1.55, -0.35, 1.01], [-1.28, -1.35, -1.03], [0.82, 0.89, 1.32]], "total_charge": 0, "e_above_lowest_kcal_mol": 80.5, "spin_multiplicity": 1, "gap_ev": [7.3, 9.4], "homo_ev": [-7.843, -9.585]}

***

{"formula": "C3H6O2S", "method": "wB97M-V/def2-TZVPD", "species": ["C", "C", "C", "H", "H", "H", "H", "H", "H", "O", "O", "S"], "coordinates": [[-2.28, -0.23, 0.02], [-0.02, 0.11, -0.12], [2.30, -0.05, -0.04], [-2.14, 0.08, 1.08], [-2.94, -1.15, 0.23], [-2.55, 0.63, -0.58], [2.17, 1.14, -0.54], [3.03, -0.81, -0.69], [2.66, -0.07, 1.20], [-1.03, -0.83, -0.35], [1.06, -0.56, -0.09], [-0.26, 1.74, -0.13]], "smiles": "COC(=S)OC", "total_charge": 0, "e_above_lowest_kcal_mol": 74.7, "spin_multiplicity": 1, "gap_ev": 9.8, "homo_ev": -9.123}